[1]
The following is a quantum chemistry calculation of a structure of composition C24H68InN4Na3O12P in a non-equilibrium geometry, from the OMol25 dataset.

Calculated values
**HOMO**: -14.905 eV
**Kohn-Sham gap**: 2.304 eV
**E**: -84213.3554 eV

Geometry as ORCA input:
```
! RIJCOSX wB97M-V def2-TZVPD def2/J DEFGRID3
* xyz 3 1
In 32.351 13.074 14.568
Na 29.023 11.959 17.345
Na 28.147 13.926 11.351
Na 28.932 15.135 15.715
P 29.032 12.791 14.148
O 29.958 11.902 15.049
O 29.931 14.041 13.950
O 27.785 13.301 14.893
O 28.806 12.116 12.794
C 30.323 17.771 11.711
C 29.433 16.596 11.316
C 28.834 16.774 9.942
O 27.730 15.850 9.804
C 27.018 16.044 8.602
N 30.242 15.354 11.428
H 31.160 17.978 11.042
H 30.730 17.680 12.722
H 29.718 18.686 11.732
H 28.604 16.588 12.030
H 29.487 16.508 9.103
H 28.447 17.784 9.776
H 27.665 15.907 7.724
H 26.668 17.079 8.516
H 26.182 15.362 8.475
H 30.107 15.074 12.401
H 31.238 15.552 11.498
C 35.779 10.791 16.693
C 34.599 10.991 15.766
C 33.521 9.943 15.906
O 32.655 10.286 14.891
C 31.751 9.260 14.465
N 33.975 12.364 15.874
H 36.297 9.860 16.443
H 35.559 10.694 17.761
H 36.558 11.555 16.624
H 34.978 10.850 14.756
H 33.083 9.999 16.916
H 33.958 8.940 15.886
H 30.959 9.767 13.916
H 31.308 8.697 15.282
H 32.218 8.565 13.759
H 33.682 12.528 16.840
H 34.735 13.031 15.728
C 32.744 10.607 10.203
C 32.859 10.984 11.690
C 34.112 11.835 11.785
O 34.490 12.042 13.141
C 35.799 12.628 13.188
N 31.659 11.749 11.992
H 33.587 9.983 9.887
H 32.769 11.480 9.547
H 31.852 10.023 9.983
H 32.851 10.127 12.352
H 34.023 12.829 11.336
H 34.886 11.243 11.292
H 36.525 11.918 12.788
H 36.088 12.741 14.232
H 35.806 13.597 12.690
H 31.393 12.352 11.208
H 30.798 11.179 12.103
C 26.009 16.518 13.010
C 25.215 15.228 12.919
C 24.168 15.328 11.809
O 23.660 14.068 11.424
C 22.762 13.482 12.351
N 26.103 14.085 12.700
H 26.294 16.896 12.026
H 26.912 16.352 13.611
H 25.439 17.320 13.480
H 24.700 15.047 13.877
H 24.634 15.657 10.873
H 23.353 16.035 11.994
H 22.157 14.211 12.894
H 23.325 12.863 13.061
H 22.106 12.826 11.784
H 25.612 13.199 12.556
H 26.584 13.912 13.583
C 28.341 7.794 17.116
C 28.304 9.029 16.261
O 29.535 9.764 16.432
H 27.395 7.257 17.027
H 28.425 8.112 18.159
H 29.134 7.079 16.916
H 27.431 9.665 16.451
H 28.255 8.765 15.197
H 29.622 10.443 15.725
C 29.558 8.169 10.044
C 28.849 9.301 10.742
O 29.444 9.735 11.942
H 29.663 7.327 10.730
H 30.517 8.448 9.609
H 28.937 7.846 9.208
H 27.766 9.110 10.836
H 28.726 10.126 10.002
H 28.966 10.529 12.285
C 24.721 9.911 13.414
C 26.185 10.224 13.230
O 26.310 11.245 12.234
H 24.171 10.825 13.648
H 24.445 9.238 14.227
H 24.361 9.451 12.494
H 26.713 9.320 12.904
H 26.660 10.593 14.152
H 27.237 11.564 12.307
C 24.410 12.625 16.228
C 25.336 12.083 17.311
O 26.642 12.672 17.163
H 23.452 12.094 16.242
H 24.890 12.434 15.266
H 24.076 13.648 16.401
H 25.391 10.995 17.311
H 24.956 12.476 18.253
H 26.898 12.819 16.231
*
```

***

[2]
The following is a quantum chemistry calculation of a cluster of 6 separate species, C24H69BNO21P6 in total in a non-equilibrium geometry, from the OMol25 dataset.

Calculated values
**HOMO**: -2.889 eV
**Kohn-Sham gap**: 4.837 eV
**E**: -126917.3772 eV

Geometry as ORCA input:
```
! RIJCOSX wB97M-V def2-TZVPD def2/J DEFGRID3
* xyz -1 1
C 2.212 -1.501 2.434
C 0.921 -0.677 2.403
C 0.669 0.062 1.054
B 0.998 1.664 1.103
N 2.298 1.881 1.947
C -0.181 2.622 1.769
C -1.411 1.914 2.366
C -2.478 1.454 1.338
C -2.339 2.069 -0.053
O -3.536 1.839 -0.823
P 1.361 2.408 -0.738
C 1.004 1.150 -2.070
C 3.167 2.848 -0.914
H 2.428 -1.992 1.485
H 2.084 -2.296 3.180
H 3.047 -0.900 2.799
H 0.084 -1.379 2.521
H 0.861 0.022 3.238
H -0.323 -0.187 0.664
H 1.373 -0.392 0.342
H 3.089 1.386 1.548
H 2.506 2.872 2.002
H 0.293 3.161 2.605
H -0.476 3.410 1.074
H -1.908 2.617 3.047
H -1.134 1.055 2.979
H -2.402 0.367 1.221
H -3.491 1.653 1.695
H -2.237 3.148 0.010
H -1.488 1.612 -0.561
H -3.558 0.919 -1.116
H 1.320 0.127 -1.842
H 1.569 1.446 -2.965
H -0.043 1.179 -2.370
H 3.347 3.061 -1.974
H 3.857 2.040 -0.646
H 3.368 3.764 -0.366
C 1.082 -5.512 0.245
O 2.324 -5.771 -0.434
P 2.667 -4.821 -1.664
O 2.557 -3.390 -1.394
O 1.732 -5.342 -2.837
C 1.630 -6.746 -3.085
O 4.107 -5.332 -2.096
C 5.226 -4.771 -1.397
H 0.707 -6.454 0.638
H 1.253 -4.814 1.063
H 0.339 -5.093 -0.435
H 0.738 -7.136 -2.593
H 2.505 -7.288 -2.726
H 1.539 -6.891 -4.160
H 6.067 -5.448 -1.523
H 5.013 -4.659 -0.334
H 5.473 -3.799 -1.821
C -0.977 0.984 -6.752
O -1.832 1.900 -6.062
P -3.349 1.459 -5.842
O -3.530 0.118 -5.284
O -4.033 1.658 -7.265
C -3.800 2.867 -7.989
O -3.926 2.659 -4.996
C -3.706 2.613 -3.564
H -0.218 1.565 -7.273
H -0.496 0.320 -6.035
H -1.532 0.389 -7.481
H -3.005 2.704 -8.718
H -3.521 3.689 -7.330
H -4.717 3.127 -8.513
H -3.819 3.621 -3.178
H -2.706 2.255 -3.330
H -4.445 1.969 -3.103
C -4.385 8.051 -1.086
O -3.007 7.910 -1.437
P -2.049 7.244 -0.340
O -2.544 5.989 0.217
O -1.832 8.393 0.737
C -1.507 9.713 0.300
O -0.665 7.199 -1.098
C -0.411 6.060 -1.950
H -4.776 8.921 -1.612
H -4.936 7.163 -1.392
H -4.512 8.199 -0.012
H -2.415 10.318 0.268
H -1.039 9.713 -0.684
H -0.817 10.145 1.021
H 0.359 6.344 -2.663
H -1.312 5.773 -2.494
H -0.057 5.217 -1.356
C -4.063 -6.353 -0.082
O -4.056 -7.743 0.283
P -2.656 -8.499 0.217
O -1.559 -7.827 0.911
O -2.394 -8.738 -1.328
C -3.449 -9.241 -2.156
O -3.033 -9.945 0.748
C -3.036 -10.137 2.170
H -5.043 -6.123 -0.493
H -3.886 -5.742 0.801
H -3.302 -6.133 -0.831
H -3.934 -8.409 -2.666
H -4.190 -9.794 -1.580
H -3.006 -9.903 -2.896
H -3.644 -11.012 2.383
H -3.459 -9.274 2.685
H -2.019 -10.307 2.520
C 3.219 2.122 5.002
O 4.472 2.202 5.731
P 4.946 0.923 6.539
O 4.984 -0.335 5.795
O 4.022 0.883 7.831
C 3.785 2.088 8.561
O 6.344 1.410 7.124
C 7.484 1.263 6.272
H 2.788 3.120 4.978
H 3.387 1.783 3.986
H 2.519 1.446 5.495
H 2.832 2.517 8.248
H 4.576 2.821 8.407
H 3.733 1.836 9.618
H 8.254 1.943 6.629
H 7.240 1.511 5.238
H 7.852 0.239 6.322
*
```